1.
10 unconnected molecules or ions with the total composition C24H68N2O10 in a non-equilibrium geometry. Source: the OMol25 dataset; level of theory: ωB97M-V with the def2-TZVPD basis set.

ORCA input file:
```
! RIJCOSX wB97M-V def2-TZVPD def2/J DEFGRID3
* xyz 0 1
N 24.23084 18.37312 0.56781
C 24.81636 17.41636 -0.07471
N 25.42327 17.94159 -1.08737
O 25.03851 16.13651 0.33592
H 23.81823 18.08225 1.51337
H 24.12553 19.32825 0.22899
H 26.11073 17.28339 -1.43385
H 25.32608 18.87299 -1.46637
C 28.82885 21.01103 0.43746
C 28.35458 20.69142 -0.97291
C 29.23651 21.47680 -2.00726
O 28.24991 19.50732 -1.28550
H 28.42498 20.38659 1.21917
H 28.59869 21.99642 0.62969
H 29.90732 20.86126 0.36581
H 27.35164 21.16334 -1.03561
H 28.82305 21.44166 -3.03952
H 30.28253 21.19805 -1.97998
H 29.34233 22.50375 -1.66742
H 27.64711 19.12776 -0.66228
C 25.59108 20.88694 1.72767
C 24.41298 21.72906 2.16895
C 24.46236 21.68081 3.68724
O 24.48493 22.88744 1.69992
H 25.87721 20.76058 0.70296
H 25.57217 19.88768 2.27544
H 26.46710 21.42446 1.97925
H 23.50571 21.24175 1.89370
H 24.20754 20.66424 3.97480
H 23.68099 22.31226 4.17448
H 25.44035 21.96660 4.19922
H 23.59399 23.31379 1.60953
C 31.85884 18.29295 1.16156
C 30.61610 17.80664 0.45924
C 30.80677 17.67438 -1.06017
O 30.16619 16.70943 0.84803
H 32.68214 17.57677 1.18271
H 31.65775 18.59581 2.17337
H 32.25182 19.14528 0.63440
H 29.85483 18.60547 0.70372
H 30.88690 18.68342 -1.51977
H 29.88582 17.25938 -1.46649
H 31.71924 17.16398 -1.31872
H 29.22262 16.76851 0.93659
C 31.14928 17.86912 5.40202
C 29.91844 17.23938 6.10528
C 29.70435 17.78666 7.51833
O 28.84358 17.39877 5.44971
H 31.25161 17.31106 4.49106
H 32.00510 17.80509 6.01972
H 31.02355 18.91341 5.13885
H 30.00751 16.14590 6.16453
H 28.88960 17.29055 8.03049
H 29.50981 18.85320 7.53649
H 30.60448 17.67901 8.10928
H 28.10193 16.95399 5.91637
C 26.58558 14.92435 2.71317
C 27.50475 13.84521 3.13608
C 28.79930 14.38065 3.61180
O 26.99055 13.26242 4.11243
H 25.62021 14.51669 2.45683
H 26.97828 15.40105 1.79692
H 26.44724 15.73288 3.46216
H 27.78879 13.17208 2.32402
H 29.50572 13.63134 3.81549
H 28.56788 14.91963 4.56130
H 29.18519 15.11074 2.96085
H 27.01337 13.69895 4.99174
C 30.32371 21.14539 3.44592
C 29.12170 20.81367 4.29906
C 29.18995 21.17244 5.80285
O 28.04539 21.23143 3.88335
H 30.22197 22.24708 3.27797
H 30.22957 20.62267 2.51754
H 31.27590 20.75889 3.92879
H 29.00901 19.68353 4.34452
H 29.35772 22.23423 6.00453
H 30.05574 20.57874 6.21316
H 28.24255 20.93118 6.26148
H 27.38427 20.80044 4.43846
C 26.30227 18.77237 8.03394
C 25.37990 18.89799 6.87374
C 26.06171 18.70826 5.51971
O 24.40566 18.10762 6.88947
H 26.21721 17.72684 8.34992
H 25.99320 19.34272 8.88178
H 27.32079 19.07320 7.80266
H 25.07625 19.91710 6.93670
H 26.19403 17.62946 5.35119
H 27.01022 19.23063 5.44311
H 25.44428 19.18837 4.69051
H 23.79804 18.45797 6.17666
C 27.42565 18.06713 2.49369
O 27.44442 17.87659 1.10905
H 28.22214 17.38871 2.87230
H 26.51624 17.72451 2.96636
H 27.66150 19.08520 2.75416
H 26.55368 17.85154 0.81059
C 23.77137 17.14476 3.51067
O 23.32548 18.44894 2.97747
H 24.45556 17.20991 4.34614
H 24.17200 16.44972 2.73875
H 22.91999 16.60365 3.92829
H 22.74944 18.80501 3.66287
*
```

The calculation puts the molecular weight at 544.8 g/mol. As for the structure (SMILES): NC(N)=O.CC(C)O.CC(C)O.CC(C)O.CC(C)O.CC(C)O.CC(C)O.CC(C)O.CO.CO. The calculation puts the HOMO-LUMO gap at 0.3271 Ha. Its LUMO energy is -0.006 hartree.

Atom charges from the Mulliken analysis, given in e for atoms 1 to 2: number 1, N, carries -0.147; number 2, C, carries -0.048

2.
A molecular structure, C52H46N4O3P2STl in a non-equilibrium geometry. Source: the OMol25 dataset; level of theory: ωB97M-V with the def2-TZVPD basis set.

ORCA input file:
```
! RIJCOSX wB97M-V def2-TZVPD def2/J DEFGRID3
* xyz 1 1
Tl 0.96200 0.25641 0.17840
O 0.53228 -2.05001 2.30715
C 1.54579 -2.93238 2.16328
C 1.71582 -3.86615 1.15738
C 2.87967 -4.61462 1.19387
C 3.82448 -4.45441 2.20905
C 3.64765 -3.53650 3.22121
C 2.48976 -2.75909 3.19829
C 1.95888 -1.72674 4.00521
N 0.82301 -1.31146 3.48215
N 0.03668 -0.42961 3.96358
C -0.85739 0.22958 3.19367
O -0.93217 0.12227 1.96417
C -1.71121 1.17564 3.94893
C -2.98345 1.45796 3.45434
C -3.80102 2.34223 4.13243
C -3.34579 2.97461 5.27816
C -2.07079 2.71759 5.75509
C -1.25504 1.81145 5.10299
H 0.96914 -3.99154 0.39057
H 3.05763 -5.33384 0.41055
H 4.71332 -5.06491 2.20068
H 4.38344 -3.41237 3.99787
H 2.32039 -1.28492 4.91215
H -3.31910 0.95612 2.55742
H -4.80029 2.53868 3.77854
H -3.98787 3.66152 5.80748
H -1.72111 3.22217 6.64279
H -0.26438 1.60478 5.47902
O -2.81803 -1.74497 -0.20477
S -1.70196 -1.26117 -1.01373
C -2.57150 -0.46545 -2.40671
C -3.60411 -1.12511 -3.04640
C -4.50518 -0.40446 -3.81215
C -4.41450 0.97750 -3.86339
C -3.37615 1.63627 -3.22923
C -2.41015 0.91255 -2.53262
P -0.91557 1.67946 -1.79262
C -1.63149 3.21977 -1.10599
C -2.58682 3.04820 -0.10158
C -3.01875 4.12634 0.64603
C -2.48561 5.38583 0.41105
C -1.55101 5.56702 -0.59577
C -1.11429 4.48954 -1.35017
C -0.02851 2.30054 -3.28448
C 1.36184 2.25935 -3.20876
C 2.14108 2.70950 -4.25959
C 1.53700 3.19550 -5.40697
C 0.15604 3.23648 -5.49289
C -0.62512 2.79603 -4.43895
C -1.01278 -2.76314 -1.77446
C -1.60487 -3.98517 -1.51195
C -0.93015 -5.15467 -1.81773
C 0.35146 -5.08881 -2.34317
C 0.92994 -3.86427 -2.62882
C 0.24419 -2.68209 -2.36392
P 0.82495 -1.00214 -2.83771
C 2.62773 -1.16573 -2.57307
C 3.10523 -1.86356 -1.46599
C 4.45638 -1.88788 -1.17799
C 5.34802 -1.18997 -1.97597
C 4.87835 -0.47556 -3.06681
C 3.52744 -0.46101 -3.36835
C 0.69336 -1.26393 -4.65289
C -0.31516 -0.60528 -5.34640
C -0.48086 -0.81501 -6.70438
C 0.34640 -1.69647 -7.37822
C 1.35335 -2.35503 -6.69077
C 1.53240 -2.13721 -5.33831
H -3.71164 -2.19229 -2.92875
H -5.30408 -0.91481 -4.32660
H -5.16630 1.54625 -4.38852
H -3.34405 2.71638 -3.22846
H -2.97796 2.05741 0.09030
H -3.74918 3.97996 1.42862
H -2.80114 6.22485 1.01200
H -1.14358 6.54965 -0.78437
H -0.37987 4.63692 -2.13146
H 1.82582 1.86832 -2.31024
H 3.21893 2.68239 -4.19192
H 2.13537 3.54022 -6.23557
H -0.32259 3.61568 -6.38376
H -1.69851 2.83546 -4.53449
H -2.57612 -3.99868 -1.03964
H -1.38864 -6.11201 -1.62369
H 0.91218 -5.99482 -2.52063
H 1.93367 -3.83220 -3.02328
H 2.42018 -2.40789 -0.82902
H 4.80267 -2.44870 -0.32012
H 6.40421 -1.20689 -1.74954
H 5.57487 0.06103 -3.69335
H 3.16797 0.08559 -4.22974
H -0.96911 0.07218 -4.81655
H -1.25635 -0.28600 -7.23664
H 0.20523 -1.87321 -8.43393
H 2.00198 -3.04170 -7.21304
H 2.32767 -2.64920 -4.81775
N 3.05097 2.23072 0.21384
C 2.51154 3.56470 0.47693
C 1.59985 3.51129 1.69939
N 0.46440 2.63953 1.42485
H 3.64454 1.95768 0.99250
H 3.63098 2.25182 -0.61861
H 1.92304 3.86796 -0.39264
H 3.29481 4.31759 0.64878
H 1.28985 4.53257 1.95699
H 2.15740 3.09127 2.54198
H -0.13305 3.07595 0.72660
H -0.09584 2.51356 2.26120
*
```

The calculation puts the molecular weight at 1073.4 g/mol. The calculation puts the HOMO-LUMO gap at 0.2787 Ha. Its LUMO energy is -0.101 hartree.

Atom charges from the Mulliken analysis, given in e for atoms 1 to 2: number 1, Tl, carries 1.568; number 2, O, carries -0.235

3.
A molecular structure, C28H32N5O5PSSn. Source: the OMol25 dataset; level of theory: ωB97M-V with the def2-TZVPD basis set.

ORCA input file:
```
! RIJCOSX wB97M-V def2-TZVPD def2/J DEFGRID3
* xyz 0 1
Sn 0.47735 0.09931 -1.47374
N 5.39002 2.85600 -6.37791
C 4.99177 2.24187 -5.21245
C 3.85878 1.41927 -5.19648
C 3.50028 0.75275 -4.04247
C 4.26228 0.89952 -2.89050
C 5.38445 1.71737 -2.88832
C 5.74429 2.38525 -4.04022
S 3.81531 0.00016 -1.44831
O 3.15351 -1.21943 -1.87959
O 4.97340 -0.14558 -0.61060
N 2.63078 0.82450 -0.69703
C 2.53846 2.18355 -0.75346
N 3.61194 2.97290 -0.76330
C 3.37560 4.28044 -0.77942
C 2.10414 4.81926 -0.77990
C 1.04995 3.92075 -0.82289
N 1.26006 2.60546 -0.82236
H 4.73434 2.91988 -7.13479
H 6.08784 3.57530 -6.32941
H 3.27137 1.29950 -6.09883
H 2.64400 0.09023 -4.03686
H 5.96045 1.81488 -1.97851
H 6.61439 3.03149 -4.04552
H 4.25424 4.91736 -0.79519
H 1.94252 5.88646 -0.77588
H 0.01658 4.22325 -0.88670
C -3.11507 -3.55694 4.49256
C -2.89332 -3.55517 3.00049
C -2.54094 -4.74146 2.36700
C -2.30011 -4.77041 1.00186
C -2.44424 -3.61531 0.25801
C -2.82538 -2.42024 0.86720
N -2.93963 -1.28126 0.04980
C -3.97523 -0.36630 0.06500
C -5.25033 -0.77284 0.48558
C -6.30606 0.11421 0.52563
C -6.12484 1.44105 0.14907
C -4.87587 1.84465 -0.28141
C -3.79491 0.96488 -0.34802
C -2.49541 1.52997 -0.84624
O -2.33409 2.73824 -0.86899
O -1.62477 0.65686 -1.28628
C -3.02431 -2.37350 2.25739
C -3.33361 -1.07230 2.95041
H -2.97792 -4.55961 4.89444
H -4.12330 -3.22201 4.74422
H -2.41477 -2.89363 5.00523
H -2.45606 -5.65004 2.95135
H -2.03031 -5.69953 0.51637
H -2.28258 -3.62456 -0.81290
H -2.15654 -1.03767 -0.53715
H -5.39112 -1.80906 0.76798
H -7.28166 -0.23345 0.84345
H -6.94525 2.14516 0.18369
H -4.69519 2.86758 -0.58212
H -4.40900 -0.88715 3.00080
H -2.88957 -0.23290 2.41504
H -2.95240 -1.07171 3.97132
C 1.29277 0.56734 2.53610
P 1.01580 -1.04059 1.78494
C 0.05561 -2.03191 2.93112
C 2.60796 -1.83120 1.57962
O 0.21810 -0.90810 0.49797
H 1.67978 0.47819 3.55085
H 0.34557 1.10817 2.54243
H 2.00678 1.10596 1.91206
H 0.51040 -2.06234 3.92093
H -0.03356 -3.04253 2.53203
H -0.94065 -1.59313 2.98470
H 3.16017 -1.83366 2.52026
H 3.17812 -1.28921 0.83267
H 2.45882 -2.85425 1.23416
*
```

The calculation puts the molecular weight at 700.3 g/mol. The calculation puts the HOMO-LUMO gap at 0.2828 Ha. Its LUMO energy is 0.012 hartree.

Atom charges from the Mulliken analysis, given in e for atoms 1 to 2: number 1, Sn, carries 1.098; number 2, N, carries -0.513

4.
A molecular structure, C7H22N4O7Ti in a non-equilibrium geometry. Source: the OMol25 dataset; level of theory: ωB97M-V with the def2-TZVPD basis set.

ORCA input file:
```
! RIJCOSX wB97M-V def2-TZVPD def2/J DEFGRID3
* xyz 0 3
O 1.24534 -1.03371 3.13629
H 1.93595 -1.34514 3.77354
Ti 0.38683 -0.30008 -0.12350
N -0.54064 -1.75146 -1.28174
N -1.54959 0.41612 -0.73679
O -0.07071 -3.10775 -1.39678
O -2.08126 1.71314 -0.59075
C -1.81767 -1.63096 -1.70668
C -2.36242 -0.36645 -1.46747
C -2.40368 -2.73698 -2.49160
C -3.61895 0.18428 -2.03036
H -1.92930 -3.67342 -2.21488
H -2.19511 -2.53184 -3.55085
H -3.48919 -2.79001 -2.34910
H -3.66879 1.27255 -2.01789
H -4.47206 -0.21921 -1.47204
H -3.71700 -0.16078 -3.06797
H 0.91826 -3.01579 -1.30257
H -1.41010 2.20344 -0.06363
O 1.09688 0.52117 -1.89541
H 1.00939 -0.04295 -2.68611
H 0.67065 1.38299 -2.07600
C -0.67612 -0.41295 2.47019
H -0.49611 -0.40913 3.55408
H -1.31070 -1.26713 2.17354
H -1.31249 0.46327 2.14498
O 0.85686 -2.03961 0.81680
H 1.01685 -1.87121 1.79930
H 0.27444 -2.79967 0.64684
C 3.08788 3.88339 1.39202
O 1.72931 3.50388 0.96933
C 1.50323 2.22676 0.78473
O 0.36017 1.74612 0.45491
N 2.53064 1.37522 0.81667
N 2.13341 -0.02231 0.83348
H 3.82757 3.71638 0.59943
H 3.36332 3.35352 2.31185
H 3.04090 4.95221 1.60511
H 3.45401 1.63491 1.18006
H 2.98782 -0.56782 0.64271
H 1.69220 -0.45297 2.41628
*
```

The calculation puts the molecular weight at 322.1 g/mol. The calculation puts the HOMO-LUMO gap (spin up / spin down) at 0.1674 / 0.1681 Ha. Its LUMO energy (spin up / spin down) is -0.004 / -0.006 hartree. Its expectation value of S² is 2.01.

Atom charges from the Mulliken analysis, given in e for atoms 1 to 2: number 1, O, carries -0.751; number 2, H, carries 0.226